The following is a quantum chemistry calculation of a molecular structure, C26H32AlBr4F6N2O10 at a distorted geometry, from the Open Molecules 2025 dataset.

Atoms and positions in Å:
C (-0.10, 6.35, 8.22)
O (-6.81, -4.39, -7.70)
C (-0.22, -1.68, 0.79)
H (-5.01, 5.81, 6.66)
C (3.34, 1.24, -2.01)
C (8.30, -0.86, -4.26)
H (-6.95, -3.44, -7.53)
C (-2.42, -4.19, -3.75)
C (6.69, -2.35, -3.45)
C (1.08, -1.53, -0.14)
C (2.09, -0.25, 0.17)
N (0.82, -3.59, -1.65)
C (-1.27, -5.13, -1.41)
H (4.00, -3.61, -2.13)
C (-4.76, 4.93, 6.06)
C (-4.76, 3.67, 6.87)
Br (8.98, -4.75, -3.50)
C (-4.64, -2.57, -4.06)
H (8.46, 0.22, -4.36)
H (-1.29, -4.16, -4.08)
O (-1.86, 3.42, 5.09)
C (-1.07, -2.98, 0.29)
F (-2.47, -2.22, -5.30)
H (2.32, -2.24, -1.74)
H (5.65, -4.23, -1.91)
H (-0.58, -5.86, -2.02)
H (-2.09, -3.31, 0.77)
C (0.39, 4.96, 8.47)
H (3.22, -0.58, 0.33)
Br (-0.85, 2.78, -0.29)
H (3.97, 2.54, -3.97)
C (2.02, 0.69, -1.21)
N (1.43, -2.47, -1.20)
C (0.47, 1.01, -1.74)
Br (-1.34, 5.42, 1.50)
C (-0.41, -3.79, -0.90)
C (-2.93, 3.74, 5.60)
H (-0.45, 0.60, -1.12)
H (8.31, -1.31, -5.26)
H (1.25, 3.09, -4.89)
H (1.76, 0.37, 1.13)
O (5.47, -2.39, -2.86)
O (-1.48, 6.17, 7.95)
H (-4.47, 3.84, 7.91)
C (-1.83, 5.06, 8.66)
H (0.03, 7.03, 9.06)
O (-2.98, 4.74, 8.91)
O (7.37, -3.32, -3.76)
O (-3.77, 2.88, 6.24)
Br (-2.74, 2.63, 2.32)
H (-5.44, 4.87, 5.20)
C (-3.00, -2.65, -3.96)
F (-5.28, -2.48, -2.71)
H (4.86, -4.26, -3.53)
Al (4.02, -2.87, -4.34)
H (-0.51, -0.98, 1.66)
C (3.04, 2.14, -3.38)
F (-5.02, -1.32, -4.80)
C (-2.65, -4.75, -2.21)
O (-0.73, 4.34, 9.06)
H (-5.73, 3.16, 6.85)
H (-6.19, -4.67, -7.01)
F (-2.47, -1.72, -2.93)
H (-3.33, -4.06, -1.54)
H (4.43, 0.99, -1.65)
O (7.03, -1.05, -3.64)
H (-0.96, 2.06, -3.47)
C (0.16, 1.87, -3.10)
C (4.98, -3.70, -2.60)
H (-1.58, -5.72, -0.42)
O (-3.43, 5.01, 5.59)
H (1.25, 4.94, 9.14)
H (9.10, -1.27, -3.64)
H (-2.98, -4.84, -4.57)
H (-0.33, 3.22, 2.11)
F (-5.26, -3.70, -4.80)
H (-3.26, -5.77, -2.34)
C (-1.19, 3.48, 1.50)
F (0.48, 6.87, 7.11)
C (1.49, 2.45, -3.92)
H (0.65, 4.43, 7.54)

Properties
- calculated total energy (Ha) = -13007.7016
- frontier orbital gap (eV) = 1.30
- HOMO energy (eV) = -14.68
- max |F| (eV/Å) = 6.39
- net charge = +3
- relative energy (zero: lowest compared OMol25 entry of this formula, charge and spin) (eV) = 18.4132

The following is a quantum chemistry calculation of a molecular structure, C59H132Ca2N5O14P at a distorted geometry, from the Open Molecules 2025 dataset.

Atoms and positions in Å:
C (14.93, 13.93, 15.65)
H (8.56, 14.52, 16.52)
H (22.06, 14.23, 12.35)
H (21.82, 17.11, 13.33)
N (14.70, 18.36, 7.55)
C (16.10, 13.47, 17.56)
H (12.25, 18.91, 13.72)
O (17.59, 17.44, 15.56)
H (11.35, 12.41, 18.31)
H (8.34, 13.09, 7.33)
H (14.38, 12.89, 12.69)
C (6.48, 21.18, 15.13)
H (11.85, 10.85, 9.32)
H (8.81, 10.26, 7.41)
H (12.91, 16.99, 6.00)
C (9.43, 15.92, 9.29)
H (12.89, 20.63, 11.62)
H (8.58, 12.37, 8.98)
H (13.27, 13.41, 7.34)
H (16.91, 16.90, 9.85)
O (16.35, 19.31, 16.38)
O (13.79, 17.40, 17.09)
O (18.94, 18.98, 17.04)
Ca (15.43, 17.45, 15.34)
O (20.02, 19.15, 14.29)
O (10.87, 12.58, 16.38)
H (15.61, 19.98, 11.70)
C (20.47, 14.29, 14.55)
H (13.48, 9.84, 11.37)
H (12.85, 18.48, 8.59)
H (9.63, 12.07, 17.80)
H (9.82, 8.79, 8.63)
H (9.85, 13.31, 14.66)
C (20.03, 21.18, 13.12)
C (13.18, 9.47, 12.35)
C (15.96, 14.99, 17.38)
N (7.51, 20.60, 14.36)
H (16.08, 19.42, 13.96)
H (7.30, 11.83, 7.88)
H (13.48, 18.95, 11.67)
H (15.13, 8.53, 12.79)
H (21.38, 19.90, 15.63)
C (10.05, 14.17, 17.97)
H (15.01, 21.48, 12.20)
H (15.71, 19.73, 4.56)
C (12.31, 18.05, 18.79)
C (10.82, 9.11, 8.95)
C (8.74, 20.39, 15.11)
H (9.29, 14.27, 18.75)
H (18.84, 17.17, 11.37)
H (15.14, 15.40, 17.98)
C (17.73, 9.84, 11.34)
O (13.99, 19.30, 14.32)
H (20.23, 17.68, 12.22)
H (8.72, 21.14, 12.64)
C (9.29, 11.23, 7.25)
H (12.90, 16.52, 7.69)
C (6.90, 20.85, 11.88)
C (12.85, 9.93, 14.73)
H (15.39, 17.41, 5.76)
H (16.43, 18.35, 6.37)
H (14.01, 13.18, 17.52)
C (11.52, 9.17, 14.68)
C (11.27, 12.68, 7.77)
C (16.62, 17.49, 8.98)
H (11.48, 8.75, 8.16)
C (12.55, 17.27, 6.99)
H (11.47, 17.37, 7.06)
N (10.71, 11.25, 7.76)
H (10.95, 13.18, 6.86)
O (15.84, 16.75, 12.92)
H (18.66, 17.72, 13.01)
H (19.67, 9.81, 12.46)
O (19.02, 11.61, 12.32)
H (11.61, 11.57, 12.74)
H (17.31, 17.40, 8.14)
H (18.70, 20.86, 14.79)
C (19.60, 15.63, 12.77)
H (5.54, 21.31, 14.60)
H (19.93, 14.98, 11.96)
H (11.56, 19.32, 17.20)
H (18.51, 12.75, 10.78)
H (18.66, 15.13, 12.95)
C (6.11, 20.25, 16.32)
H (16.68, 11.37, 10.15)
H (18.18, 9.75, 10.36)
H (13.18, 11.68, 7.29)
C (19.13, 20.28, 13.97)
C (16.99, 11.16, 11.18)
H (9.32, 18.56, 14.42)
C (21.84, 16.06, 13.63)
H (13.97, 13.99, 15.14)
H (16.73, 18.51, 9.34)
O (14.28, 15.86, 11.65)
O (13.99, 16.44, 13.74)
H (18.96, 14.49, 16.20)
C (10.95, 16.48, 10.95)
H (14.00, 19.19, 18.08)
H (6.83, 21.52, 11.02)
C (10.35, 13.69, 15.56)
H (7.27, 19.89, 11.52)
C (21.33, 19.76, 14.55)
C (21.36, 21.08, 13.82)
C (8.34, 12.18, 7.93)
H (12.47, 17.37, 15.48)
H (13.95, 7.55, 11.83)
P (17.53, 18.47, 16.83)
H (9.96, 15.71, 16.52)
C (13.25, 18.46, 7.57)
H (11.23, 16.62, 11.99)
C (14.92, 19.51, 5.28)
H (21.33, 21.85, 14.59)
H (8.83, 17.05, 11.12)
C (19.15, 13.93, 15.28)
C (10.49, 12.73, 17.72)
H (16.09, 11.07, 11.78)
H (22.44, 16.13, 14.54)
H (8.43, 15.74, 8.87)
H (10.04, 16.01, 8.39)
H (10.77, 14.86, 18.40)
C (11.02, 14.99, 10.68)
Ca (19.76, 17.32, 15.54)
H (10.69, 9.54, 14.08)
H (12.03, 18.86, 19.47)
H (20.29, 20.87, 12.10)
H (12.95, 19.48, 7.31)
H (15.21, 15.90, 11.43)
H (16.95, 15.43, 17.42)
O (15.62, 15.14, 16.00)
H (20.69, 13.64, 13.70)
H (22.30, 21.16, 13.28)
H (9.54, 17.95, 9.93)
C (15.16, 19.99, 13.85)
H (8.59, 19.89, 16.06)
H (7.46, 22.40, 13.13)
C (12.62, 11.74, 13.13)
C (13.78, 18.15, 18.32)
H (11.28, 14.18, 15.25)
C (18.67, 10.24, 12.42)
H (14.49, 17.33, 9.38)
H (15.63, 13.41, 14.99)
O (17.30, 17.76, 18.19)
H (12.23, 17.13, 19.36)
H (11.72, 16.91, 10.31)
C (14.72, 16.37, 12.80)
C (9.64, 14.66, 16.53)
H (15.24, 20.89, 14.46)
H (6.89, 22.16, 15.39)
H (22.58, 15.84, 11.69)
C (22.51, 15.20, 12.57)
H (11.16, 14.43, 11.61)
C (14.09, 8.23, 12.67)
C (11.64, 18.26, 17.43)
H (13.61, 9.45, 15.35)
C (15.17, 17.41, 8.53)
H (10.59, 18.00, 17.31)
H (23.52, 14.97, 12.91)
H (16.11, 13.12, 18.59)
H (12.56, 12.33, 14.05)
H (15.06, 16.46, 8.00)
H (10.23, 10.97, 9.91)
H (5.03, 20.37, 16.47)
H (9.35, 11.42, 6.18)
H (11.86, 14.65, 10.08)
C (12.93, 19.75, 13.61)
H (17.51, 12.99, 12.16)
H (13.68, 7.70, 13.53)
C (7.74, 21.35, 13.08)
H (9.18, 21.37, 15.29)
H (6.38, 19.21, 16.15)
H (11.07, 13.28, 8.66)
H (14.18, 19.23, 4.53)
H (17.01, 13.08, 17.11)
H (13.81, 12.13, 11.17)
C (15.35, 18.39, 6.25)
H (11.04, 8.44, 9.78)
C (12.44, 17.28, 16.57)
H (11.60, 8.15, 14.31)
H (14.85, 11.93, 16.60)
C (9.62, 16.96, 10.39)
N (13.26, 10.46, 13.43)
C (10.82, 10.60, 9.07)
C (13.47, 19.90, 12.19)
C (14.89, 12.97, 16.91)
H (10.08, 19.81, 13.38)
O (9.76, 14.71, 10.00)
C (12.83, 12.55, 7.85)
N (20.45, 15.67, 13.99)
H (21.21, 14.42, 15.34)
H (18.27, 10.02, 13.41)
C (9.82, 19.53, 14.40)
H (19.68, 22.21, 13.17)
H (6.57, 20.44, 17.29)
C (19.30, 17.13, 12.35)
H (18.29, 19.95, 13.36)
H (17.12, 8.97, 11.58)
H (12.22, 16.26, 16.90)
H (13.30, 12.50, 8.83)
H (12.12, 9.23, 12.38)
H (12.62, 10.79, 15.36)
H (18.98, 12.87, 15.43)
C (17.99, 12.21, 11.57)
C (14.87, 20.41, 12.38)
H (18.33, 14.23, 14.62)
H (12.57, 20.70, 13.99)
H (14.56, 20.44, 5.71)
H (14.54, 17.77, 19.00)
H (13.11, 13.52, 11.85)
H (22.03, 18.98, 14.24)
C (13.51, 12.55, 12.13)
H (11.09, 9.12, 15.68)
H (5.86, 20.59, 12.08)
H (10.70, 19.47, 15.04)

Properties
- calculated total energy (Ha) = -5350.9104
- frontier orbital gap (eV) = 6.20
- HOMO energy (eV) = -6.44
- max |F| (eV/Å) = 6.88

The following is a quantum chemistry calculation of ClH2N2P in the gas phase at a distorted geometry, from the Open Molecules 2025 dataset.

Atoms and positions in Å:
N (-0.89, 1.29, 0.54)
Cl (-3.08, 2.97, -0.61)
H (0.20, -0.11, -0.23)
N (-0.73, 0.25, -0.34)
H (-0.94, 0.44, -1.29)
P (-1.52, 2.53, 1.04)

Properties
- calculated total energy (Ha) = -912.1064
- frontier orbital gap (alpha / beta) (eV) = 7.04 / 6.48
- <S²> = 2.007
- HOMO energy (alpha / beta) (eV) = -6.56 / -9.83
- max |F| (eV/Å) = 11.49
- relative energy (zero: lowest compared OMol25 entry of this formula, charge and spin) (eV) = 0.0000
- multiplicity = 3

Question: What is the formula in the first record?
Answer: C26H32AlBr4F6N2O10